1.
# C9H18AgBr2FO3

C9H18AgBr2FO3 as an isolated structure at a distorted geometry (the ωB97M-V functional and the def2-TZVPD basis, OMol25).

```
! RIJCOSX wB97M-V def2-TZVPD def2/J DEFGRID3
* xyz -1 2
Ag 25.5161 3.6367 -11.2054
F 23.3363 3.4925 -11.1253
Br 26.3725 4.6671 -13.5530
Br 25.9614 1.0799 -11.6542
C 24.4804 4.3622 -6.7279
C 24.3018 3.5320 -8.0054
O 25.1832 3.4798 -8.8251
C 22.9933 2.8137 -8.2575
H 24.2714 5.3962 -7.0084
H 25.5068 4.2588 -6.3797
H 23.8093 4.0477 -5.9306
H 23.1022 1.7641 -7.9978
H 22.7477 2.9702 -9.3163
H 22.1942 3.2703 -7.6650
C 29.6468 3.4088 -11.6633
C 29.0004 3.3148 -10.3130
O 27.8344 3.5487 -10.1812
C 29.8245 2.8033 -9.1667
H 28.9326 3.7276 -12.4180
H 30.0422 2.4190 -11.9390
H 30.5485 4.0337 -11.6495
H 30.0070 1.7397 -9.3581
H 29.2968 2.9248 -8.2300
H 30.8172 3.2643 -9.1841
C 27.5606 7.0523 -9.3362
C 26.3999 6.9142 -10.2923
O 25.8697 5.8589 -10.4664
C 25.8644 8.1585 -10.9382
H 28.4517 7.5110 -9.7632
H 27.8211 6.0667 -8.9482
H 27.2250 7.6630 -8.4892
H 25.4680 7.9024 -11.9211
H 26.6218 8.9379 -11.0080
H 25.0156 8.5323 -10.3581
*
```

## Properties
Calculated total energy   -5974.37403 hartree
Frontier orbital gap (spin up / spin down)   7.417 / 5.745 eV
HOMO energy (spin up / spin down)   -4.7 / -4.5 eV
E_LUMO (spin up / spin down)   2.6754 / 1.2776 eV

---

2.
# C9H18As2F13O9Tl

C9H18As2F13O9Tl as an isolated structure at a distorted geometry (the ωB97M-V functional and the def2-TZVPD basis, OMol25).

```
! RIJCOSX wB97M-V def2-TZVPD def2/J DEFGRID3
* xyz 1 2
Tl 0.9239 0.9949 0.2579
As -1.3541 -0.3415 -3.5255
F -2.6041 0.7001 -2.8027
F -2.2812 -0.3485 -5.0804
F -0.1391 -1.4684 -4.2267
F -0.5782 -0.2379 -1.8992
F -2.4149 -1.7468 -2.9711
F -0.4376 1.0832 -3.9684
As 4.5617 -1.7878 0.5293
F 3.2162 -0.8032 -0.1700
F 5.7256 -0.5858 0.0067
F 5.8699 -2.7653 1.1665
F 3.3845 -3.0328 1.0599
F 4.6086 -2.7814 -0.9973
F 4.2353 -0.8662 2.0399
F -0.7542 2.8569 -1.3747
C 0.8992 6.9241 1.8622
O 1.1298 5.5675 1.6424
C 1.3481 4.9814 0.5095
O 1.7671 3.8456 0.3756
O 1.0464 5.8564 -0.5320
C 1.1653 5.5229 -1.8548
H 0.2834 7.4339 1.1212
H 1.8077 7.5242 1.9137
H 0.4831 6.9914 2.8674
H 0.8725 6.4021 -2.4289
H 0.4184 4.7794 -2.1331
H 2.1667 5.2001 -2.1395
C 0.1567 -4.6933 2.1095
O 0.3138 -3.3745 1.5418
C 0.4668 -3.0752 0.2815
O 0.6467 -1.8914 -0.1472
O 0.4752 -4.1528 -0.5190
C 1.0600 -4.0768 -1.8561
H -0.6212 -5.3261 1.6822
H 0.0022 -4.6743 3.1883
H 1.1057 -5.2102 1.9669
H 0.9353 -5.0478 -2.3355
H 2.1443 -4.0171 -1.7622
H 0.6581 -3.2026 -2.3683
C -3.6761 -1.7337 3.4905
O -2.6694 -0.8677 2.9184
C -2.6379 -0.5589 1.6482
O -1.6514 -0.1167 1.0996
O -3.8617 -0.6442 1.1161
C -4.0722 -0.4024 -0.3080
H -4.6773 -1.3915 3.2284
H -3.5299 -1.6319 4.5658
H -3.6363 -2.7740 3.1674
H -3.6263 0.5754 -0.4903
H -5.1309 -0.4859 -0.5534
H -3.5244 -1.1253 -0.9126
*
```

## Properties
Calculated total energy   -6972.72981 hartree
Frontier orbital gap (spin up / spin down)   4.605 / 3.085 eV
HOMO energy (spin up / spin down)   -14.3 / -14.2 eV
E_LUMO (spin up / spin down)   -9.6902 / -11.1071 eV

---

3.
# C9H18BClO2

C9H18BClO2 in the gas phase at a distorted geometry (the ωB97M-V functional and the def2-TZVPD basis, OMol25).

```
! RIJCOSX wB97M-V def2-TZVPD def2/J DEFGRID3
* xyz 0 1
C -0.9636 1.7626 2.5319
C 0.1335 1.2705 1.5673
B -0.0994 -0.1133 0.8245
O -0.9222 -1.0590 1.2549
C -0.9024 -2.1237 0.3729
C -2.3488 -2.5762 -0.0576
Cl -3.0749 -3.4557 1.2800
O -0.0850 -1.8082 -0.6829
C 0.4100 -0.5176 -0.6398
C -0.4210 0.6383 -1.8211
C -1.9013 0.8680 -1.5087
C 1.8654 -0.7315 -1.1237
C 2.9160 -0.9862 -0.0514
H -0.6924 2.7117 2.8737
H -2.0498 1.7231 2.1976
H -0.8713 0.9924 3.2729
H 0.2544 2.1087 0.9059
H 0.9800 1.2147 2.1762
H -0.2919 -2.9144 0.8259
H -2.3049 -3.1306 -1.0330
H -2.9260 -1.5978 -0.1573
H 0.1797 1.5611 -1.7560
H -0.4066 0.1709 -2.8168
H -2.3370 1.8267 -1.8210
H -2.0876 1.1229 -0.4698
H -2.5305 -0.0470 -1.7871
H 1.7792 -1.5123 -1.8940
H 2.2753 0.2917 -1.4883
H 3.9312 -1.2549 -0.3949
H 2.6365 -1.8503 0.7054
H 3.0662 -0.0189 0.5682
*
```

## Properties
Calculated total energy   -989.21408 hartree
Frontier orbital gap   9.674 eV
HOMO energy   -9.0 eV
E_LUMO   0.6939 eV
SMILES string   CCB1O[C@@H](CCl)OC1(CC)CC

---

4.
# C9H18BrIN4O4

A 3-piece molecular cluster, C9H18BrIN4O4 overall (the ωB97M-V functional and the def2-TZVPD basis, OMol25).

```
! RIJCOSX wB97M-V def2-TZVPD def2/J DEFGRID3
* xyz 0 1
C -3.5096 2.9901 2.1722
C -2.8577 2.1758 1.0435
C -2.6317 0.7170 1.4047
Br -4.3285 -0.1120 1.9329
C -1.9851 -0.1897 0.3710
O -2.6639 -0.2697 -0.8942
C -1.8639 -1.0280 -1.7133
O -2.2682 -1.4954 -2.7330
C -0.4894 -1.1659 -1.0772
C -0.5111 -0.0569 -0.0199
I -0.0517 1.7595 -1.1288
H -3.2649 2.5620 3.1524
H -4.5973 2.9811 2.0830
H -3.1491 4.0209 2.1702
H -3.4839 2.2060 0.1434
H -1.8921 2.6107 0.7812
H -2.0010 0.6460 2.2981
H -2.0337 -1.2057 0.7960
H 0.3401 -1.1489 -1.7802
H -0.4831 -2.1412 -0.5661
H 0.2087 -0.0939 0.7950
N 2.2794 -1.5425 -5.1413
C 2.4686 -2.2869 -4.0132
N 3.2432 -3.4035 -4.1627
O 1.9743 -1.9766 -2.9418
H 2.6659 -1.7812 -6.0339
H 1.7015 -0.7268 -5.0591
H 3.3879 -3.9727 -3.3508
H 3.6516 -3.6803 -5.0344
N 2.4936 1.5606 4.0663
C 2.3183 0.6444 3.0692
N 3.4090 -0.1201 2.7686
O 1.2551 0.5203 2.4822
H 3.3571 1.6840 4.5587
H 1.7089 2.1389 4.3002
H 3.3106 -0.7894 2.0285
H 4.2921 -0.0301 3.2326
*
```

## Properties
Calculated total energy   -3745.52683 hartree
Frontier orbital gap   9.376 eV
HOMO energy   -8.9 eV
E_LUMO   0.4339 eV
SMILES string   CC[C@@H](Br)[C@H]1OC(=O)C[C@H]1I.NC(N)=O.NC(N)=O